#P
Below is a cluster of 2 separate species, C14H23N2 in total, with properties calculated with ωB97M-V/def2-TZVPD.

Computed properties:
Frontier orbital gap = 7.628 eV
HOMO level = -11.6 eV
Charge = +1
LUMO = -3.938 eV
2S+1 = 1

Last column: Löwdin charge in e.
Atoms and positions in Å:
C  0.0767  -0.3671  2.2190  -0.109
N  -1.0761  -0.4599  1.3535  -0.233
C  -1.8984  -1.6794  1.4635  -0.173
C  -3.3600  -1.2385  1.4122  -0.157
C  -3.3828  0.2980  1.3703  -0.152
C  -1.9075  0.7703  1.3570  -0.161
H  0.7236  0.3918  1.7833  0.063
H  -0.0840  -0.0435  3.2783  0.110
H  0.6136  -1.3252  2.2296  0.094
H  -1.6840  -2.3726  0.6310  0.091
H  -1.6600  -2.2280  2.3940  0.124
H  -3.8300  -1.6142  0.5066  0.104
H  -3.9035  -1.6117  2.2803  0.111
H  -3.8773  0.6415  0.4518  0.106
H  -3.8999  0.7295  2.2419  0.113
H  -1.6743  1.4179  2.2466  0.125
H  -1.7155  1.4057  0.4581  0.101
C  -0.1432  -2.2178  -2.1715  0.003
N  0.3810  -0.8775  -1.9209  -0.121
C  0.6925  -0.1020  -3.1268  0.012
C  0.7533  -0.5584  -0.6993  0.009
C  1.5647  0.6001  -0.4326  -0.251
C  1.1526  1.9200  -0.7149  -0.025
C  2.0904  2.9458  -0.6075  -0.045
C  3.4148  2.6600  -0.2383  -0.043
C  3.7840  1.3638  0.1347  -0.046
C  2.8339  0.3442  0.1175  -0.018
H  -0.5349  -2.2396  -3.1927  0.097
H  0.6528  -2.9797  -2.0879  0.121
H  -0.9310  -2.4498  -1.4361  0.092
H  0.4033  -0.7242  -3.9818  0.095
H  0.1170  0.8318  -3.1388  0.106
H  1.7685  0.1130  -3.2122  0.120
H  0.6591  -1.3535  0.0447  0.132
H  0.1164  2.1154  -1.0037  0.118
H  1.7774  3.9754  -0.7693  0.117
H  4.1565  3.4566  -0.2251  0.117
H  4.7856  1.1367  0.5064  0.120
H  3.0448  -0.6746  0.4791  0.134

---

#Q
Below is a structure of composition C14H23N2, with properties calculated with ωB97M-V/def2-TZVPD.

Computed properties:
Frontier orbital gap = 6.588 eV
HOMO level = -12.1 eV
Charge = +1
LUMO = -5.516 eV
2S+1 = 1

Last column: Löwdin charge in e.
Atoms and positions in Å:
C  -0.5840  2.5880  1.0904  -0.067
N  -0.5976  1.1536  1.2856  -0.268
C  -0.1018  0.7127  2.5726  -0.061
N  -1.7381  0.5538  0.8219  0.048
C  -1.9113  -0.7057  0.8414  0.019
H  0.4436  2.9334  1.2496  0.093
H  -0.8948  2.8162  0.0672  0.088
H  -1.2392  3.1315  1.7921  0.094
H  0.8937  1.1559  2.7027  0.099
H  -0.7278  1.0415  3.4232  0.105
H  -0.0175  -0.3766  2.5897  0.069
H  -2.6211  -1.2276  0.0559  0.040
H  -1.3430  -1.3482  1.5494  0.108
C  -3.7184  -3.2876  0.5052  -0.051
C  -3.5019  -2.1298  -0.4544  -0.074
C  -3.1102  -2.4263  -1.8505  -0.120
C  -3.6378  -1.6097  -2.8900  -0.183
C  -4.8013  -0.6846  -2.6495  -0.033
C  -3.1185  -1.6829  -4.1765  0.014
C  -2.1160  -2.5963  -4.5033  -0.222
C  -1.5035  -2.5882  -5.8646  -0.025
C  -1.7083  -3.5037  -3.5244  0.015
C  -2.2052  -3.4635  -2.2236  -0.167
C  -1.7518  -4.5623  -1.3032  -0.034
H  -4.4812  -2.9950  1.2388  0.098
H  -4.0861  -4.1812  -0.0166  0.102
H  -2.8120  -3.5462  1.0664  0.086
H  -4.4101  -1.5193  -0.4370  0.123
H  -4.9704  -0.0893  -3.5550  0.089
H  -5.7275  -1.2484  -2.4537  0.106
H  -4.6393  0.0098  -1.8152  0.089
H  -3.5223  -1.0211  -4.9451  0.133
H  -0.7296  -3.3550  -5.9412  0.085
H  -2.2535  -2.7750  -6.6414  0.100
H  -1.0449  -1.6167  -6.0878  0.101
H  -0.9939  -4.2836  -3.7905  0.127
H  -0.9789  -5.1490  -1.8190  0.090
H  -1.3200  -4.1992  -0.3622  0.086
H  -2.5695  -5.2623  -1.0718  0.097

---

Stability summary: most stable #P, least stable #Q.

---

#P
Below is a cluster of 2 separate species, C2H3INO3 in total, with properties calculated with ωB97M-V/def2-TZVPD.

Computed properties:
Frontier orbital gap (spin up / spin down) = 6.061 / 7.329 eV
HOMO level (spin up / spin down) = -13.5 / -13.6 eV
Charge = +1
LUMO (spin up / spin down) = -7.488 / -6.281 eV
2S+1 = 1

Last column: Löwdin charge in e.
Atoms and positions in Å:
C  -2.1434  -1.1406  0.6469  0.043
C  0.0116  -0.9546  0.1277  -0.298
N  1.6398  0.5075  0.7329  0.166
O  0.3152  -1.9704  -0.2875  0.316
O  0.2070  0.2065  0.5609  0.053
O  -2.9233  -0.4337  0.0783  -0.331
I  -5.2365  0.0806  -0.0456  0.667
H  -2.2565  -1.4367  1.6870  0.129
H  1.8988  0.7327  1.7429  0.155
H  1.6779  1.4533  0.4083  0.101

---

#Q
Below is a cluster of 2 separate species, C2H3INO3 in total, with properties calculated with ωB97M-V/def2-TZVPD.

Computed properties:
Frontier orbital gap = 7.856 eV
HOMO level = -13.7 eV
Charge = +1
LUMO = -5.856 eV
2S+1 = 1

Last column: Löwdin charge in e.
Atoms and positions in Å:
C  0.0366  0.5260  0.2372  0.032
C  -0.8322  0.0896  -0.7617  -0.300
N  1.8073  -0.6928  1.9352  0.112
O  0.6935  1.0836  0.9577  0.339
O  -1.7385  1.0652  -1.0949  -0.753
O  1.4859  -1.4102  1.0130  0.002
I  -1.8912  1.9376  -2.8313  1.084
H  -1.4556  -0.8418  -0.6596  0.199
H  -0.1918  -0.4622  -1.4997  0.182
H  2.0860  -1.2949  2.7042  0.103

---

Stability summary: most stable #Q, least stable #P.

---

#P
Below is a cluster of 3 separate species, C2H10NO2 in total, with properties calculated with ωB97M-V/def2-TZVPD.

Computed properties:
Frontier orbital gap = 11.119 eV
HOMO level = -15.6 eV
Charge = +1
LUMO = -4.438 eV
2S+1 = 1

Last column: Löwdin charge in e.
Atoms and positions in Å:
C  -1.8156  0.1410  -2.0139  0.008
C  -0.4110  -1.5312  -0.7917  0.139
N  -0.8345  -0.3282  -0.8990  -0.010
H  -2.1259  1.1031  -1.6534  0.078
H  -1.4166  0.3529  -2.9770  0.079
H  -2.7871  -0.2992  -2.2818  0.106
H  -0.6154  -2.2059  -1.6608  0.143
H  -0.0073  -1.6743  0.1912  0.105
H  -0.2747  0.3546  -0.1858  0.101
H  1.3131  0.6701  0.9514  0.057
H  0.2241  0.3956  2.0097  0.138
O  0.3640  0.6247  1.0486  -0.011
H  3.3499  0.4950  3.2423  0.087
H  2.3019  1.3930  2.5541  0.062
O  2.7350  0.5087  2.4661  -0.081

---

#Q
Below is a cluster of 3 separate species, C2H10NO2 in total, with properties calculated with ωB97M-V/def2-TZVPD.

Computed properties:
Frontier orbital gap = 10.310 eV
HOMO level = -15.0 eV
Charge = +1
LUMO = -4.698 eV
2S+1 = 1

Last column: Löwdin charge in e.
Atoms and positions in Å:
C  -1.8599  -0.3929  0.2330  0.004
C  -1.5702  -0.7849  -2.1498  0.176
N  -1.0626  -0.6098  -0.9941  -0.010
H  -1.9633  0.6780  0.4467  0.112
H  -2.8305  -0.8653  0.0913  0.104
H  -1.2000  -0.7195  1.0496  0.110
H  -2.6487  -0.7864  -2.2356  0.126
H  -0.8448  -1.1817  -2.8568  0.130
H  -0.0397  -0.6397  -0.7383  0.118
H  2.1558  2.2008  2.5700  0.060
H  3.4602  1.8105  2.5574  0.063
O  2.6391  1.4497  2.1741  -0.066
H  1.8031  -0.0203  0.7563  0.042
H  2.3563  0.0574  -0.7239  0.073
O  1.6051  -0.1959  -0.1801  -0.043

---

#R
Below is a cluster of 3 separate species, C2H10NO2 in total, with properties calculated with ωB97M-V/def2-TZVPD.

Computed properties:
Frontier orbital gap = 10.150 eV
HOMO level = -14.9 eV
Charge = +1
LUMO = -4.701 eV
2S+1 = 1

Last column: Löwdin charge in e.
Atoms and positions in Å:
C  -1.1520  1.7622  0.9327  0.012
C  -0.2582  1.4694  -1.3720  0.152
N  -0.3189  1.1757  -0.1420  -0.007
H  -1.3183  1.0200  1.7049  0.103
H  -0.7338  2.6828  1.3373  0.106
H  -2.1277  2.0345  0.5130  0.107
H  -0.4958  2.4968  -1.6767  0.131
H  0.3173  0.9255  -2.1287  0.128
H  0.3789  0.4245  0.1386  0.100
H  -0.2958  -4.1718  0.5995  0.043
H  0.3058  -3.7933  -0.8561  0.040
O  -0.0897  -3.4897  -0.0373  -0.051
H  1.6848  -1.5177  0.0591  0.069
H  2.4569  -0.4553  0.7179  0.088
O  1.6465  -0.5637  0.2097  -0.019

---

Stability summary: most stable #Q, least stable #P.